(1)
ORCA calculation (wB97M-V/def2-TZVPD) on a molecular structure, C18H23HfN2O6S4Se3Te.

Values from the calculation:
- HOMO (eV) = -4.50
- molecular weight (Da) = 1034.6
- E_tot (eV) = -282291.14146
- LUMO level (eV) = 1.76
- net charge = -1
- energy relative to the best compared isomer or geometry (same formula, charge and spin) (kcal/mol) = 25.5
- 2S+1 = 1

XYZ file:
```
58
Properties=species:S:1:pos:R:3:mulliken_charge:R:1
Hf 0.054 0.185 0.290 1.47
Te 2.955 -3.561 1.205 -0.46
Se 4.510 0.437 0.297 -0.52
Se 2.563 0.660 1.505 -0.24
Se 1.496 -1.598 1.515 -0.21
S -1.387 2.229 1.712 1.34
S -0.959 -0.407 -2.403 0.12
S -1.892 -1.611 0.387 -0.34
S 0.017 3.238 -1.383 1.78
O 0.957 3.861 -2.272 -0.77
O -0.415 1.209 2.239 -0.50
O 0.574 1.910 -0.952 -0.53
O -2.431 2.617 2.594 -0.66
O -1.348 3.172 -1.805 -0.67
O -1.761 1.629 0.431 -0.56
N 1.925 -0.159 -1.707 0.62
N 0.650 -2.846 -1.551 0.49
C 0.115 4.119 0.186 -0.20
C -3.372 -3.952 3.284 -0.63
C -1.729 -1.723 3.197 -0.14
C 0.876 5.278 0.164 -0.54
C -3.045 -3.375 2.072 -0.66
C 2.621 -1.438 -1.910 -0.75
C -2.876 -3.422 4.468 -0.43
C -2.056 -2.306 4.411 -0.82
C -0.120 4.391 2.560 -0.96
C -1.280 -2.129 -2.919 -0.70
C -0.392 3.678 1.399 0.49
C 0.285 0.155 -3.584 -0.94
C -0.588 -3.261 -2.140 -0.93
C 1.141 5.998 1.322 -0.58
C -2.215 -2.252 2.004 0.78
C 1.749 -2.561 -2.444 -0.91
C 1.647 0.504 -2.975 -0.97
C 0.649 5.546 2.533 -0.71
H -3.434 -3.797 1.152 0.36
H -3.126 -3.872 5.421 0.35
H -1.658 -1.876 5.322 0.38
H -2.360 -2.265 -2.881 0.42
H 0.349 -0.629 -4.339 0.59
H 2.398 -3.434 -2.606 0.37
H -0.507 -4.115 -2.837 0.35
H 0.855 6.077 3.452 0.39
H -4.016 -4.823 3.301 0.34
H 0.938 -3.428 -0.775 0.05
H -1.090 -0.852 3.190 0.36
H 2.418 0.269 -3.719 0.47
H -1.239 -3.564 -1.324 0.36
H 1.744 6.894 1.269 0.39
H -0.999 -2.140 -3.973 0.50
H -0.525 4.040 3.501 0.45
H -0.124 1.036 -4.079 0.62
H 1.287 5.599 -0.783 0.52
H 1.694 1.573 -2.812 0.28
H 3.062 -1.739 -0.964 0.10
H 1.351 -2.304 -3.431 0.27
H 3.457 -1.286 -2.606 0.43
H 2.605 0.420 -1.209 -0.12
```

---

(2)
ORCA calculation (wB97M-V/def2-TZVPD) on a molecular structure, C48H33F3N3O6SSb2Se4Y.

Values from the calculation:
- HOMO (eV) = -2.84
- molecular weight (Da) = 1485.1
- E_tot (eV) = -361568.44078
- LUMO level (eV) = 3.51
- net charge = -2
- energy relative to the best compared isomer or geometry (same formula, charge and spin) (kcal/mol) = 0.0
- 2S+1 = 1

XYZ file:
```
101
Properties=species:S:1:pos:R:3:mulliken_charge:R:1
Sb -0.454 -2.108 1.195 1.34
Sb 1.318 6.667 0.039 0.88
Y 0.323 0.698 -0.418 -0.18
Se 0.079 6.399 2.037 -0.51
Se 1.421 3.242 -0.341 -0.12
Se 0.189 7.509 -1.882 -0.65
Se 3.671 6.887 0.069 -0.61
S 1.705 3.103 4.072 -0.25
F 4.460 -5.501 3.023 -0.37
F -2.992 0.302 6.356 -0.40
F -4.083 -6.926 -0.429 -0.36
O -1.017 4.450 -2.446 0.14
O 1.826 -0.069 1.146 1.13
O -0.137 1.564 -2.626 -0.50
O -0.146 -1.242 -1.898 0.12
O 1.816 -0.403 -5.575 -0.72
O -1.898 1.429 -1.297 -0.51
N -0.963 1.762 1.617 1.14
N 2.177 -0.298 -1.653 0.68
N 1.812 -0.650 -2.941 -1.44
C -1.345 1.808 -2.370 1.35
C -0.132 -1.019 -6.710 -0.72
C 0.567 -0.876 -5.507 0.62
C -2.540 4.819 -4.285 -0.71
C -2.700 3.177 3.251 -0.90
C 0.958 2.928 2.521 0.90
C -1.976 -4.816 1.604 -0.18
C -1.170 0.112 4.878 -0.87
C 2.018 -2.840 2.922 -0.10
C -2.124 2.628 -3.364 -0.17
C -2.780 -5.883 1.226 -0.81
C -2.051 -1.882 -5.541 -0.98
C 3.132 0.000 1.151 0.58
C -1.291 -1.501 3.071 0.53
C 5.328 0.079 0.103 -0.68
C 5.958 0.199 1.324 -1.07
C 3.415 -0.267 -1.361 -0.79
C 3.936 -0.022 -0.020 0.52
C 3.212 3.493 3.359 -0.63
C -1.883 4.005 -3.366 0.34
C 1.474 -4.485 1.264 -0.51
C -3.188 2.216 2.379 -1.32
C -0.612 -0.492 3.760 0.00
C -2.285 1.551 1.575 -0.50
C 5.171 0.198 2.478 -0.75
C 3.802 0.089 2.391 -0.32
C -3.020 2.080 -4.263 -0.22
C -3.135 -1.277 4.624 -0.85
C -0.489 2.694 2.453 -0.53
C 3.380 -4.770 2.654 0.28
C -1.711 -3.768 0.720 -0.48
C 0.553 -1.046 -2.955 0.87
C -2.556 -1.881 3.512 -0.49
C -1.368 -1.732 -4.347 -0.38
C -2.425 -0.295 5.281 0.28
C -3.432 4.254 -5.188 -0.38
C -3.066 -4.874 -0.958 -0.44
C -1.420 -1.516 -6.726 -0.25
C 2.580 -5.241 1.635 -0.74
C -2.262 -3.810 -0.561 -0.25
C -3.679 2.889 -5.184 -0.81
C 1.175 -3.286 1.909 0.18
C -3.306 -5.883 -0.052 0.37
C -1.344 3.424 3.282 -0.60
C -0.067 -1.236 -4.298 0.00
C 3.146 3.486 2.006 -0.92
C 3.127 -3.582 3.305 -0.55
C 1.848 3.154 1.510 -0.25
H -1.838 -1.973 -3.403 0.45
H 5.920 0.061 -0.807 0.37
H 0.342 -0.124 3.389 -0.05
H -1.542 -4.808 2.599 0.53
H 0.846 -4.844 0.457 0.41
H -0.837 5.408 -2.505 -0.10
H -4.371 2.453 -5.895 0.37
H -3.185 1.008 -4.254 0.44
H -1.942 -1.611 -7.672 0.36
H -3.112 -2.644 2.979 0.39
H 4.145 -0.497 -2.139 0.27
H 3.973 3.716 1.352 0.57
H -2.037 -3.011 -1.263 -0.06
H -3.936 4.894 -5.904 0.37
H 4.069 3.692 3.984 0.48
H -3.371 3.745 3.884 0.43
H 0.367 -0.718 -7.623 0.42
H 3.182 0.132 3.280 0.24
H -0.661 0.910 5.404 0.53
H -3.493 -4.927 -1.951 0.50
H 3.799 -3.237 4.080 0.45
H 2.149 -0.341 -4.627 0.52
H -4.123 -1.550 4.971 0.44
H 5.637 0.298 3.453 0.44
H -2.346 5.885 -4.283 0.46
H -3.065 -2.264 -5.550 0.39
H -2.994 -6.706 1.895 0.41
H 1.830 -1.892 3.411 0.11
H 7.035 0.293 1.384 0.38
H -2.631 0.813 0.864 0.45
H -4.243 1.992 2.301 0.45
H -0.924 4.200 3.906 0.71
H 2.826 -6.172 1.141 0.44
```

---

(3)
ORCA calculation (wB97M-V/def2-TZVPD) on C3H6O3 in the gas phase.

Values from the calculation:
- HOMO (eV) = -10.28
- molecular weight (Da) = 90.1
- E_tot (eV) = -9349.81620
- LUMO level (eV) = 0.85
- net charge = 0
- energy relative to the best compared isomer or geometry (same formula, charge and spin) (kcal/mol) = 34.6
- 2S+1 = 1

XYZ file:
```
12
Properties=species:S:1:pos:R:3:mulliken_charge:R:1
O 1.525 1.428 -0.314 -0.53
O 0.794 -0.891 -1.295 -0.55
O -1.443 0.922 0.258 -0.54
C -1.096 -0.456 0.189 -0.47
C 0.428 -0.645 0.034 0.01
C 1.011 0.681 0.490 0.14
H 1.309 -0.113 -1.572 0.37
H -1.198 1.347 -0.576 0.33
H 0.902 0.944 1.554 0.35
H -1.455 -0.894 1.125 0.32
H 0.793 -1.457 0.682 0.28
H -1.589 -0.956 -0.655 0.29
```

---

(4)
ORCA calculation (wB97M-V/def2-TZVPD) on a gas-phase ion, C20H12FO6 (charge -1).

Values from the calculation:
- HOMO (eV) = -4.73
- molecular weight (Da) = 367.3
- E_tot (eV) = -35935.31510
- LUMO level (eV) = 1.31
- net charge = -1
- 2S+1 = 1

XYZ file:
```
39
Properties=species:S:1:pos:R:3:mulliken_charge:R:1
F -2.114 2.639 -3.217 -0.29
O 2.089 3.258 2.731 -0.76
O 1.504 2.219 4.605 -0.68
O 4.191 -2.210 4.855 -0.49
O -2.316 -2.356 0.078 -0.54
O -2.814 2.437 -0.391 -0.51
O 4.558 -2.874 2.736 -0.54
C -2.047 1.516 -0.526 -0.17
C -0.031 -0.979 1.718 -0.81
C -1.746 -1.344 -0.259 -0.06
C -1.672 -1.654 -2.914 -0.73
C 1.751 -0.732 3.632 -0.42
C -1.790 1.131 -5.737 -0.57
C -1.812 0.424 -4.347 0.32
C 3.777 -2.431 3.538 0.43
C -1.959 1.278 -3.172 0.19
C 0.586 1.368 2.459 0.54
C -0.334 1.967 1.459 -0.91
C -1.075 1.044 0.605 0.96
C -1.942 0.663 -1.846 0.49
C 1.428 2.332 3.369 -0.03
C -1.685 -1.045 -4.257 -0.56
C 0.752 -0.079 2.598 0.51
C -0.936 -0.435 0.719 0.19
C -1.794 -0.806 -1.736 0.60
C -0.937 2.210 -5.824 -0.68
C 2.313 -2.103 3.068 -0.64
H -1.188 3.160 -6.351 0.26
H -1.564 -1.685 -5.167 0.37
H 2.338 -2.150 1.948 0.40
H 1.134 -0.872 4.568 0.32
H -1.547 -2.759 -2.792 0.36
H 0.051 2.179 -5.289 0.28
H 1.631 -2.918 3.446 0.27
H 0.058 -2.094 1.765 0.30
H -0.418 3.075 1.350 0.39
H 2.596 -0.016 3.832 0.46
H -2.390 0.761 -6.602 0.36
H 3.353 -2.117 5.349 0.36
```